[1]
Below is a molecular structure, C4H8N2O in a non-equilibrium geometry, with properties calculated with ωB97M-V with the def2-TZVPD basis set.

Each line ends with the Löwdin charge.
CARTESIAN COORDINATES (ANGSTROEM)
1 C -0.69 0.64 0.62  -0.1563
2 C 1.56 0.33 -0.96  -0.0047
3 C -1.61 -0.31 0.37  -0.2138
4 C 2.57 -0.50 -0.57  -0.0260
5 N -0.02 1.24 -0.47  -0.1289
6 N -2.19 -1.02 1.35  0.0241
7 O -0.70 1.26 -1.70  -0.0835
8 H -0.42 1.08 1.50  0.0754
9 H 1.54 0.68 -2.06  0.0753
10 H -0.12 1.74 -2.25  0.0591
11 H -1.67 -0.54 -0.66  0.1035
12 H 3.26 -0.75 -1.25  -0.0084
13 H 2.59 -0.85 0.47  0.0536
14 H -3.05 -1.60 1.09  0.1225
15 H -2.45 -0.52 2.22  0.1080

Computed properties:
strongest force on any atom: 6.90 eV/A
HOMO-LUMO gap: 8.371 eV
E_tot: -9299.363 eV
energy relative to the best compared isomer or geometry (same formula, charge and spin): 678.29 kJ/mol

---

[2]
Below is a molecular structure, C14H26BiN5 in a non-equilibrium geometry, with properties calculated with ωB97M-V with the def2-TZVPD basis set.

Each line ends with the Löwdin charge.
CARTESIAN COORDINATES (ANGSTROEM)
1 C -0.33 -1.60 1.98  -0.2947
2 H -1.32 -1.65 2.44  0.0653
3 H -0.05 -2.58 1.58  0.0635
4 H -1.90 -1.44 -0.16  -0.0648
5 C 0.72 -1.03 2.93  -0.3569
6 H 1.56 -0.58 2.36  0.0785
7 H 0.28 -0.19 3.50  0.1109
8 C 1.31 -2.04 3.93  -0.0868
9 H 2.00 -1.55 4.63  0.0891
10 H 0.51 -2.50 4.52  0.0876
11 H 1.86 -2.83 3.43  0.0770
12 C 1.24 0.93 -1.86  -0.2450
13 C 2.21 0.50 -0.92  -0.1979
14 C 2.11 -0.91 -0.75  -0.2206
15 C 1.04 -1.37 -1.59  -0.3209
16 C 0.50 -0.22 -2.29  -0.2818
17 C -0.48 -0.26 -3.41  0.0050
18 C 0.71 -2.80 -1.89  -0.0155
19 C 3.02 -1.79 0.03  0.0038
20 C 3.22 1.39 -0.26  0.0201
21 C 1.07 2.31 -2.39  0.0013
22 Bi -0.66 -0.21 0.12  1.7610
23 H -0.32 -2.92 -2.26  0.0904
24 H 1.39 -3.18 -2.67  0.1233
25 H 0.84 -3.45 -1.01  0.0965
26 H -1.10 -1.17 -3.38  0.0964
27 H -1.15 0.61 -3.41  0.1009
28 H 0.04 -0.26 -4.38  0.1350
29 H 1.34 3.06 -1.63  0.0960
30 H 1.72 2.48 -3.26  0.1223
31 H 0.04 2.50 -2.70  0.0830
32 H 3.66 0.92 0.62  0.0903
33 H 4.04 1.63 -0.95  0.1279
34 H 2.77 2.35 0.04  0.1030
35 H 2.49 -2.63 0.50  0.0928
36 H 3.80 -2.22 -0.63  0.1243
37 H 3.55 -1.24 0.82  0.0892
38 N -3.04 4.06 2.92  0.1651
39 N -2.72 3.39 1.75  -0.2438
40 N -2.95 3.96 0.55  0.1658
41 C -2.31 3.09 -0.26  -0.1778
42 N -1.71 2.09 0.42  -0.1828
43 N -1.95 2.30 1.74  0.0662
44 H -3.08 3.39 3.68  0.1187
45 H -3.89 4.58 2.78  0.1218
46 H -2.29 3.19 -1.33  0.1173

Computed properties:
strongest force on any atom: 2.21 eV/A
HOMO-LUMO gap (alpha / beta): 5.486 / 5.496 eV
E_tot: -28208.608 eV
charge: +2
energy relative to the best compared isomer or geometry (same formula, charge and spin): 0.00 kJ/mol

---

[3]
Below is C3H6O2 in the gas phase in a non-equilibrium geometry, with properties calculated with ωB97M-V with the def2-TZVPD basis set.

Each line ends with the Löwdin charge.
CARTESIAN COORDINATES (ANGSTROEM)
1 C 0.06 0.94 -0.85  -0.0132
2 C 0.41 0.32 0.44  -0.4332
3 C 0.21 -0.83 -0.42  -0.1841
4 O -0.49 0.50 1.53  -0.0054
5 O -0.87 -1.68 -0.16  0.0062
6 H -0.22 -0.09 2.26  0.1053
7 H -1.50 -1.23 0.44  0.1011
8 H 1.03 -1.28 -0.97  0.1253
9 H -0.88 1.01 -1.37  0.0725
10 H 0.78 1.65 -1.25  0.0655
11 H 1.47 0.68 0.34  0.1598

Computed properties:
strongest force on any atom: 2.25 eV/A
SMILES: O[C@@H]1C[C@@H]1O
HOMO-LUMO gap: 9.102 eV
E_tot: -7300.088 eV
energy relative to the best compared isomer or geometry (same formula, charge and spin): 346.41 kJ/mol

---

[4]
Below is a molecular structure, C23H26N5O5PRuSTe, with properties calculated with ωB97M-V with the def2-TZVPD basis set.

Each line ends with the Löwdin charge.
CARTESIAN COORDINATES (ANGSTROEM)
1 Ru -0.68 -0.35 -0.49  1.1267
2 O 3.29 -1.13 -2.32  0.0646
3 C 3.42 0.11 -2.85  -0.2485
4 C 4.48 0.30 -3.74  -0.0020
5 C 4.68 1.53 -4.32  -0.0580
6 C 3.84 2.61 -4.03  -0.0764
7 C 2.80 2.43 -3.15  -0.0243
8 C 2.57 1.18 -2.54  -0.0880
9 C 1.42 1.02 -1.65  -0.4339
10 O 1.24 -0.14 -1.05  -0.2681
11 N 0.59 2.02 -1.46  0.1035
12 N -0.33 1.59 -0.54  -0.1718
13 C -0.71 2.34 0.43  -0.0295
14 C -1.20 1.60 1.59  -0.2375
15 C -1.71 2.18 2.74  0.0102
16 C -1.97 1.36 3.83  -0.0217
17 C -1.72 0.00 3.74  -0.0206
18 C -1.23 -0.51 2.56  -0.0972
19 N -0.97 0.27 1.51  -0.0205
20 H 2.54 -1.11 -1.71  0.0610
21 H 5.12 -0.54 -3.96  0.1232
22 H 5.50 1.67 -5.01  0.1120
23 H 4.00 3.57 -4.48  0.1058
24 H 2.13 3.24 -2.90  0.1100
25 H -0.44 3.39 0.46  0.1426
26 H -1.88 3.24 2.78  0.1270
27 H -2.37 1.78 4.74  0.1229
28 H -1.89 -0.66 4.58  0.1193
29 H -1.02 -1.57 2.42  0.1221
30 N -7.74 0.44 -0.88  0.0965
31 C -7.07 -0.18 0.11  -0.8328
32 S -7.79 -0.79 1.44  0.7258
33 C -5.58 -0.23 -0.07  -0.2084
34 C -4.84 -1.24 0.53  -0.0045
35 C -3.47 -1.28 0.36  -0.1071
36 N -2.81 -0.35 -0.35  -0.1042
37 C -3.51 0.63 -0.92  -0.1311
38 C -4.89 0.72 -0.82  0.0133
39 H -8.74 0.48 -0.81  0.1074
40 H -7.31 0.65 -1.77  0.1066
41 H -5.34 -2.00 1.12  0.0983
42 H -2.87 -2.06 0.80  0.1022
43 H -2.95 1.36 -1.49  0.1042
44 H -5.38 1.56 -1.29  0.1224
45 C -3.08 -6.01 -2.05  -0.0624
46 C -2.93 -4.92 -1.01  -0.2412
47 O -2.62 -3.65 -1.67  -0.2807
48 P -1.18 -3.03 -1.64  0.1373
49 O -0.80 -2.46 -0.27  -0.4755
50 Te -1.06 -1.10 -3.04  0.7929
51 O -0.27 -4.26 -2.02  -0.2521
52 C 1.19 -4.10 -2.05  -0.2409
53 C 1.69 -4.28 -3.45  -0.0625
54 H -3.38 -6.94 -1.56  0.0881
55 H -2.14 -6.18 -2.57  0.0768
56 H -3.85 -5.74 -2.77  0.0868
57 H -2.14 -5.15 -0.29  0.1175
58 H -3.85 -4.74 -0.47  0.1189
59 H 1.57 -4.86 -1.36  0.1291
60 H 1.45 -3.12 -1.65  0.0852
61 H 1.42 -5.26 -3.84  0.0845
62 H 2.78 -4.19 -3.46  0.0889
63 H 1.29 -3.51 -4.11  0.0680

Computed properties:
strongest force on any atom: 0.36 eV/A
⟨S²⟩: 0.76
HOMO-LUMO gap (alpha / beta): 6.943 / 6.253 eV
E_tot: -71958.313 eV
charge: +1
energy relative to the best compared isomer or geometry (same formula, charge and spin): 45.26 kJ/mol
2S+1: 2

---

[5]
Below is 2 unconnected molecules or ions with the total composition C5H6IN in a non-equilibrium geometry, with properties calculated with ωB97M-V with the def2-TZVPD basis set.

Each line ends with the Löwdin charge.
CARTESIAN COORDINATES (ANGSTROEM)
1 C -0.91 -1.73 1.47  -0.3290
2 C -0.29 -1.01 0.56  0.0034
3 C 0.32 -0.15 -0.25  -0.3388
4 C 0.45 -0.38 -1.70  -0.0734
5 C 0.77 1.19 0.41  -0.0542
6 N -1.48 -2.39 2.28  0.1469
7 I -2.86 1.11 2.42  0.1099
8 H -0.32 0.09 -2.29  0.0680
9 H 0.54 -1.38 -2.11  0.0790
10 H 1.32 0.26 -2.22  0.1275
11 H 0.08 1.95 0.00  0.0814
12 H 1.78 1.35 -0.09  0.0933
13 H 0.58 1.10 1.52  0.0858

Computed properties:
strongest force on any atom: 4.06 eV/A
HOMO-LUMO gap (alpha / beta): 8.595 / 5.614 eV
E_tot: -14868.812 eV
energy relative to the best compared isomer or geometry (same formula, charge and spin): 324.55 kJ/mol

---

[6]
Below is 2 unconnected molecules or ions with the total composition C4H5NO, with properties calculated with ωB97M-V with the def2-TZVPD basis set.

Each line ends with the Löwdin charge.
CARTESIAN COORDINATES (ANGSTROEM)
1 C 0.27 -1.87 -0.03  -0.1159
2 C -0.50 -0.78 -0.62  -0.2063
3 C -1.14 0.11 -1.13  0.0666
4 C 0.13 2.51 0.49  0.1335
5 N 0.71 1.67 1.03  -0.2198
6 O 1.31 0.79 1.59  0.0115
7 H -0.11 -2.11 0.97  0.0816
8 H 0.19 -2.77 -0.66  0.0768
9 H 1.32 -1.60 0.07  0.0736
10 H -1.72 0.88 -1.59  0.0219
11 H -0.45 3.19 -0.09  0.0767

Computed properties:
strongest force on any atom: 0.86 eV/A
SMILES: C#[N+][O-].C#CC
HOMO-LUMO gap: 10.680 eV
E_tot: -7761.601 eV
energy relative to the best compared isomer or geometry (same formula, charge and spin): 475.20 kJ/mol